# 1
This record from the Open Molecules 2025 dataset describes a cluster of 4 separate species, C22H34F9NO10S in total at a distorted geometry. The level of theory is ωB97M-V/def2-TZVPD.

Values from the calculation:
* E_LUMO: 0.4 eV
* HOMO level: -9.97 eV
* SMILES: CC(=O)NCCCC[C@@H]1CCS(=O)(=O)OC1.CCOC(=O)C(F)(F)F.CCOC(=O)C(F)(F)F.CCOC(=O)C(F)(F)F
* frontier orbital gap: 0.382 Ha

```
77
Properties=species:S:1:pos:R:3:forces:R:3:lowdin_charge:R:1
C -0.396 4.372 0.532 -0.82 -0.79 -0.19 -0.016
C -0.480 2.912 1.185 2.86 -0.70 2.35 -0.408
O 0.401 2.539 2.003 -2.90 1.39 -2.94 0.029
N -1.561 1.965 0.861 0.36 1.23 -0.43 -0.010
C -1.459 1.433 -0.536 -1.15 0.16 -1.44 -0.201
C -2.961 1.472 -1.162 0.93 0.00 0.21 -0.187
C -3.896 0.490 -0.310 -0.23 -0.64 -0.79 -0.202
C -5.464 0.613 -0.616 -0.26 -0.21 1.43 -0.166
C -6.230 1.681 0.343 -0.17 -0.16 -0.65 -0.283
C -7.786 1.551 -0.015 -0.12 0.54 -0.36 -0.197
C -8.710 2.705 0.661 1.62 -1.24 0.80 -0.186
S -7.909 4.316 0.134 -2.48 1.99 -3.42 0.772
O -7.893 4.247 -1.384 0.90 -0.36 4.18 -0.342
O -8.656 5.520 0.606 2.58 -3.18 0.09 -0.319
O -6.341 4.219 0.773 -2.28 -0.39 -1.01 -0.253
C -5.605 3.140 0.140 1.56 -1.23 -0.53 -0.204
H -1.171 5.031 1.052 1.09 -0.82 -0.65 0.091
H -0.721 4.272 -0.558 0.48 0.32 1.37 0.073
H 0.645 4.831 0.606 -1.51 -0.85 0.06 0.093
H -2.459 2.479 0.924 0.76 -0.31 -0.10 0.085
H -1.132 0.345 -0.602 -0.01 1.49 0.47 0.120
H -0.760 2.108 -1.162 -0.99 -1.22 0.75 0.118
H -2.953 1.163 -2.273 0.00 0.32 1.77 0.126
H -3.272 2.567 -1.144 0.12 -1.39 0.07 0.091
H -3.591 -0.581 -0.614 -0.34 1.63 0.48 0.121
H -3.715 0.537 0.823 -0.21 0.21 -1.65 0.120
H -5.933 -0.404 -0.335 0.66 1.50 -0.59 0.122
H -5.718 0.816 -1.709 0.52 -0.14 1.40 0.127
H -6.092 1.388 1.443 -0.09 0.38 -1.52 0.153
H -7.903 1.651 -1.157 0.11 -0.29 1.77 0.123
H -8.138 0.512 0.332 0.38 1.63 -0.57 0.128
H -9.799 2.639 0.336 1.59 0.54 0.29 0.120
H -8.599 2.576 1.801 -0.37 0.60 -1.70 0.120
H -4.572 3.120 0.654 -1.71 0.28 -0.58 0.123
H -5.374 3.382 -0.964 -0.82 -0.34 1.62 0.138
C 2.799 0.407 0.867 -0.41 -0.41 0.08 -0.066
C 3.383 -0.206 -0.391 -0.10 0.90 0.13 -0.188
O 3.599 -1.616 -0.216 -0.40 -1.15 -0.21 0.028
C 2.519 -2.403 -0.383 0.04 2.00 -0.22 -0.371
O 1.421 -1.998 -0.657 0.45 -0.85 0.15 0.161
C 2.902 -3.871 -0.219 0.34 -1.80 0.49 -0.511
F 3.690 -4.084 0.854 -0.25 0.46 -0.30 0.158
F 3.582 -4.335 -1.289 -0.19 0.56 0.07 0.146
F 1.834 -4.674 -0.068 0.15 0.71 -0.17 0.157
H 3.427 0.186 1.727 -0.12 0.00 -0.25 0.068
H 2.709 1.489 0.762 -0.01 -0.11 0.00 0.070
H 1.809 -0.002 1.083 0.00 0.13 -0.16 0.080
H 4.359 0.238 -0.596 0.05 -0.37 0.03 0.127
H 2.752 -0.016 -1.263 -0.03 -0.26 0.11 0.125
C 3.040 -7.223 -2.794 -0.30 -0.15 -0.15 -0.057
C 4.242 -6.933 -3.671 -0.06 0.32 0.75 -0.202
O 4.200 -7.726 -4.869 -0.24 -0.05 -1.09 0.022
C 3.415 -7.258 -5.859 0.26 0.89 1.66 -0.371
O 2.767 -6.247 -5.790 0.21 -0.72 -0.59 0.167
C 3.505 -8.166 -7.082 -0.07 -1.19 -1.54 -0.517
F 3.422 -9.473 -6.761 0.00 0.52 0.28 0.155
F 4.672 -8.006 -7.739 -0.21 0.27 0.50 0.157
F 2.528 -7.931 -7.975 0.26 0.28 0.67 0.159
H 2.968 -8.294 -2.584 0.13 0.08 0.04 0.085
H 3.113 -6.682 -1.850 0.04 -0.06 -0.10 0.062
H 2.111 -6.933 -3.288 0.11 0.10 0.05 0.082
H 5.156 -7.210 -3.144 -0.02 -0.18 -0.31 0.128
H 4.318 -5.870 -3.912 -0.13 -0.15 -0.18 0.124
C 3.708 3.190 6.569 -0.25 -0.06 -0.26 -0.061
C 5.126 3.402 6.076 -0.23 0.26 0.73 -0.205
O 5.339 2.715 4.832 0.07 0.04 -1.11 0.023
C 4.902 3.350 3.726 -0.17 0.75 1.76 -0.366
O 4.359 4.422 3.730 0.32 -0.70 -0.61 0.170
C 5.236 2.535 2.480 0.30 -1.03 -1.56 -0.503
F 4.947 1.224 2.625 0.33 0.72 0.53 0.135
F 6.547 2.604 2.172 -0.33 0.24 0.46 0.161
F 4.568 2.954 1.391 0.13 0.24 0.72 0.153
H 3.481 2.123 6.637 0.11 0.07 0.10 0.084
H 3.571 3.644 7.552 0.07 -0.03 -0.06 0.083
H 2.981 3.627 5.881 0.10 0.07 0.08 0.079
H 5.832 2.977 6.792 0.05 -0.16 -0.33 0.125
H 5.365 4.464 5.978 -0.09 -0.12 -0.23 0.126
```
Positions in Å, forces in eV/Å.

# 2
This record from the Open Molecules 2025 dataset describes a cluster of 2 separate species, C22H34FN4O4 in total at a distorted geometry. The level of theory is ωB97M-V/def2-TZVPD.

Values from the calculation:
* total charge: +1
* E_LUMO: -4.4 eV
* HOMO level: -10.88 eV
* frontier orbital gap: 0.238 Ha

```
65
Properties=species:S:1:pos:R:3:forces:R:3:lowdin_charge:R:1
C 3.424 -0.488 2.532 -0.21 -0.21 -1.05 0.102
C 2.421 -0.287 1.866 -0.52 0.59 0.15 -0.114
C 1.056 0.106 1.199 1.20 1.44 1.02 -0.085
C 1.183 0.158 -0.373 1.41 -2.64 -0.74 -0.312
N 1.842 -1.177 -0.654 -0.19 0.70 0.16 0.067
C 2.269 1.142 -1.019 0.99 -0.21 -0.54 -0.117
C 2.783 2.395 -0.214 0.21 -0.46 0.39 -0.179
O 1.733 3.212 0.343 1.57 -0.07 0.18 -0.213
C 2.359 3.879 1.481 0.80 0.55 0.63 -0.092
C 1.832 1.268 -2.531 -1.35 -0.45 2.95 0.177
N 0.637 0.734 -2.589 3.82 1.78 -0.87 -0.024
F 0.104 0.758 -3.832 -0.87 -0.53 0.37 0.108
C -0.068 0.209 -1.335 -2.08 0.18 -1.70 -0.207
C -0.693 -1.161 -1.923 -0.37 -0.18 0.55 -0.071
C -1.471 -2.040 -0.856 -0.64 -0.86 -1.38 -0.156
O -1.781 -1.374 0.392 0.98 -1.78 0.56 -0.114
C -1.683 -2.407 1.383 -1.09 -0.50 0.70 -0.291
O -2.648 -2.870 1.927 1.41 1.07 -0.84 0.133
C -1.248 1.272 -1.186 -0.32 0.26 0.00 -0.045
C -1.599 1.770 0.269 0.20 0.64 0.04 -0.176
N -2.985 2.312 0.227 0.66 -0.01 1.07 -0.115
C -3.099 3.652 0.861 -0.13 0.52 0.86 -0.205
C -2.572 3.749 2.361 0.00 0.75 -0.04 -0.092
C -3.969 1.348 0.740 -1.76 -0.85 -0.92 -0.411
C -4.023 0.764 2.206 -0.22 -0.45 -0.20 -0.008
O -4.829 0.966 -0.046 1.51 0.66 1.31 0.088
H 4.418 -0.769 2.944 -1.53 0.46 -0.37 0.059
H 0.285 -0.605 1.602 0.64 0.77 -0.88 0.104
H 0.811 1.160 1.555 0.17 -1.44 -0.24 0.118
H 2.010 -1.300 -1.655 -0.25 -0.39 0.52 0.079
H 1.306 -1.946 -0.243 0.26 0.15 -0.53 0.091
H 3.209 0.492 -1.090 -1.06 0.82 0.21 0.170
H 3.370 1.987 0.678 -0.65 0.15 -1.33 0.123
H 3.531 2.978 -0.843 -1.03 -0.45 0.61 0.148
H 2.546 3.147 2.339 -0.53 0.82 -1.07 0.106
H 3.395 4.277 1.207 -1.36 -0.44 0.11 0.105
H 1.763 4.769 1.827 0.30 -1.21 -0.52 0.105
H 2.425 1.713 -3.375 -1.03 -0.60 0.78 0.188
H -1.439 -0.890 -2.737 1.07 -0.05 1.10 0.132
H 0.082 -1.821 -2.412 -0.72 0.79 0.61 0.111
H -2.470 -2.337 -1.321 1.28 0.35 0.60 0.154
H -0.929 -3.034 -0.690 -0.40 1.36 -0.04 0.128
H -0.639 -2.803 1.633 -0.92 0.77 -0.68 0.168
H -2.176 0.861 -1.704 1.15 0.45 0.94 0.140
H -0.966 2.193 -1.798 -0.41 -1.06 0.93 0.142
H -1.513 1.002 1.090 0.13 0.53 -1.13 0.100
H -0.882 2.621 0.518 -0.88 -1.15 -0.24 0.116
H -2.552 4.432 0.234 -0.62 -1.21 0.65 0.129
H -4.190 3.939 0.851 1.11 -0.27 -0.07 0.130
H -1.502 3.391 2.478 -1.26 0.39 -0.19 0.067
H -3.220 3.212 3.110 0.69 0.46 -0.94 0.061
H -2.595 4.849 2.646 0.11 -1.32 -0.27 0.085
H -3.006 0.480 2.599 -1.05 0.61 -0.19 0.075
H -4.593 1.445 2.919 1.01 -0.64 -0.96 0.094
H -4.640 -0.189 2.147 0.84 1.21 -0.08 0.099
N 2.699 -4.404 -2.010 -0.06 0.06 0.04 -0.006
C 2.786 -5.021 -0.791 0.02 0.07 0.10 -0.139
C 1.660 -5.787 -0.623 0.12 0.09 0.14 -0.106
C 0.865 -5.632 -1.788 -0.13 0.14 -0.11 -0.114
C 1.532 -4.776 -2.627 -0.10 0.18 -0.07 -0.158
H 3.385 -3.777 -2.395 0.00 -0.20 0.03 0.141
H 3.638 -4.860 -0.149 -0.06 -0.05 -0.04 0.110
H 1.433 -6.394 0.241 0.04 0.01 -0.08 0.096
H -0.088 -6.097 -1.989 0.09 -0.01 -0.01 0.096
H 1.279 -4.399 -3.606 0.02 -0.12 0.02 0.104
```
Positions in Å, forces in eV/Å.

# 3
This record from the Open Molecules 2025 dataset describes a structure of composition C22H34I3N2O6SSi at a distorted geometry. The level of theory is ωB97M-V/def2-TZVPD.

Values from the calculation:
* total charge: +1
* E_LUMO: -4.5 eV
* HOMO level: -11.39 eV
* frontier orbital gap: 0.255 Ha
* ΔE to the lowest compared entry with this formula, charge and spin: 265.36 kJ/mol

```
69
Properties=species:S:1:pos:R:3:forces:R:3:lowdin_charge:R:1
C -0.513 0.409 1.986 -1.28 -1.40 -0.22 -0.108
C -1.702 -0.518 1.472 0.93 0.20 -0.62 -0.753
I -3.376 -0.688 2.811 1.03 0.24 -0.87 0.949
C -1.617 -1.164 0.273 -0.99 0.07 1.17 -0.826
I -3.171 -2.471 -0.446 0.93 0.73 0.07 0.856
N -0.437 -1.034 -0.598 0.57 -0.07 -0.25 -0.114
C -0.375 0.092 -1.384 2.08 0.28 -1.52 0.066
C 0.771 0.357 -2.262 0.09 -2.10 1.37 -0.031
C 0.847 1.633 -3.154 -0.26 0.03 0.32 -0.089
C 0.685 2.994 -2.383 0.28 1.39 -1.26 -0.372
O -0.526 3.110 -1.621 0.31 -1.23 -0.47 -0.069
C 0.642 4.174 -3.488 -1.13 -0.63 -0.02 -0.217
N -0.004 5.402 -2.991 0.97 -0.49 -0.53 -0.003
C 1.834 -0.689 -2.242 -1.43 0.16 0.72 0.009
C 3.074 -0.416 -3.137 1.36 -0.05 0.18 -0.430
O 3.075 -0.360 -4.327 -0.83 -0.27 0.64 0.192
O 4.311 -0.224 -2.469 -1.86 0.43 0.33 -0.065
C 4.404 1.133 -1.945 1.11 0.94 0.09 -0.190
C 4.588 1.203 -0.377 0.15 -0.90 0.64 -0.660
C 4.401 -0.180 0.362 -0.44 1.16 -0.26 -0.187
I 3.174 2.589 0.587 0.49 -0.34 -0.39 0.856
C 1.759 -1.922 -1.436 -2.83 2.03 0.30 -0.126
Si 3.023 -3.355 -1.364 1.52 -1.73 0.70 0.555
C 4.421 -3.304 -2.640 0.34 -0.05 -1.09 -0.181
C 3.835 -3.360 0.393 -0.51 -0.03 -0.52 -0.188
C 2.215 -5.101 -1.525 -0.28 0.17 -0.05 -0.207
C 0.546 -2.043 -0.584 0.65 1.56 -0.47 -0.455
S 0.246 -3.434 0.537 0.56 0.09 -0.46 0.836
H -0.688 1.434 1.577 0.43 -0.77 0.49 0.093
H 0.429 -0.071 1.614 -0.58 0.85 0.38 0.067
H -0.557 0.373 3.106 0.25 0.35 -1.13 0.072
H -1.225 0.814 -1.342 0.86 -0.98 0.24 0.152
H 0.029 1.571 -3.935 0.73 0.01 0.84 0.145
H 1.802 1.705 -3.750 -0.96 -0.36 0.72 0.124
H 1.543 3.245 -1.709 -0.90 -0.66 -0.34 0.052
H -1.234 2.785 -2.210 0.19 0.49 0.31 0.098
H 1.647 4.375 -3.940 -0.76 -0.15 0.54 0.122
H -0.035 3.789 -4.312 0.85 0.42 0.64 0.122
H -1.011 5.292 -2.917 0.46 0.05 0.31 0.067
H 0.418 5.725 -2.122 -0.43 -0.09 -0.24 0.076
H 5.349 1.562 -2.391 -1.05 -0.49 0.33 0.146
H 3.566 1.769 -2.338 0.64 -0.63 0.59 0.099
H 5.600 1.588 -0.082 -1.08 -0.11 -0.58 0.084
H 3.348 -0.518 0.164 1.15 -0.07 0.12 0.046
H 5.179 -0.883 -0.020 -0.81 0.45 0.45 0.079
H 4.472 0.000 1.471 0.21 -0.36 -1.15 0.081
H 4.787 -4.368 -2.761 -0.45 1.03 0.26 0.053
H 4.100 -2.995 -3.681 0.34 -0.26 1.09 0.052
H 5.315 -2.693 -2.360 -0.90 -0.35 -0.17 0.043
H 3.911 -4.427 0.743 -0.02 1.12 -0.28 0.051
H 3.142 -2.787 1.062 1.01 -0.48 -0.22 0.019
H 4.850 -2.904 0.297 -0.91 -0.39 0.47 0.024
H 2.892 -5.783 -2.103 -0.53 0.72 0.41 0.042
H 2.131 -5.533 -0.487 -0.25 0.41 -1.14 0.027
H 1.227 -5.067 -2.059 0.77 -0.29 0.65 0.038
H -0.151 -2.910 1.749 0.20 0.42 -1.07 -0.060
C -8.515 0.286 3.844 0.25 -0.31 -0.32 -0.020
C -7.609 0.431 5.045 -0.84 -0.17 -0.57 -0.337
C -7.749 1.750 5.754 -0.34 0.18 0.37 -0.097
O -6.451 1.933 6.321 0.30 -0.24 -0.34 0.076
C -5.577 1.256 5.534 0.45 0.14 0.16 -0.562
O -4.391 1.351 5.601 -0.29 -0.10 -0.08 0.123
O -6.232 0.449 4.652 0.29 0.25 0.40 0.030
H -8.444 -0.725 3.438 -0.09 0.04 0.06 0.086
H -9.556 0.479 4.107 0.07 -0.01 0.07 0.094
H -8.217 0.967 3.043 -0.04 0.12 0.17 0.093
H -7.755 -0.408 5.732 0.07 0.10 0.06 0.162
H -8.510 1.724 6.533 0.20 0.06 0.07 0.144
H -7.957 2.587 5.081 0.00 -0.12 -0.09 0.144
```
Positions in Å, forces in eV/Å.